Entry 1:
C28H29BN13SSn as an isolated structure in a non-equilibrium geometry. Source: OMol25; level of theory: ωB97M-V/def2-TZVPD.

Computed properties:
orbital gap = 6.253 eV
charge = +3
energy above the lowest of the compared OMol25 structures with the same formula, charge and spin = 249.4 kJ/mol
LUMO level = -9.5 eV
maximum force = 2.078 eV/A
highest occupied orbital energy = -0.578 Eh

Cartesian coordinates (Å):
C 1.48450 -0.10683 -3.11686
C 1.56390 0.07151 2.89689
N 0.64125 3.59999 0.67405
H -2.30712 3.30719 -2.16784
H 1.98109 -5.15249 1.15485
H 0.34252 1.27459 -0.18389
N 1.13468 -1.05727 -1.11592
C -1.63574 4.02124 0.51788
H -3.62072 -4.34679 -0.80317
H 4.58162 0.91077 1.92937
H 3.68910 5.74863 0.44101
C 0.45054 4.91244 0.38088
H 2.92797 1.42289 4.06984
N 1.69103 -0.56099 1.72509
C -3.50396 -1.88038 -0.79638
C -0.67863 1.64500 -0.09903
N -1.96902 -6.10424 -1.16656
C -1.42736 1.39540 -1.46225
H -4.97460 -3.01743 0.30519
H -2.44685 -0.55714 1.87927
H 0.66896 -0.09453 3.49425
H -0.74935 1.21035 -2.29336
H -2.92400 -6.43093 -1.17139
H -4.58245 2.44468 -2.31768
C 2.72060 0.81376 3.19499
C -0.84336 2.44216 2.27395
H 3.66086 0.23399 -2.66387
H 5.51849 -2.99784 -0.02937
H -0.60427 3.19919 3.02609
H -0.49649 -0.93182 -2.44272
C -4.92161 -2.36315 -0.56994
C 4.52194 -3.33379 0.23905
N -1.92561 0.11697 -0.81801
H -5.60503 -1.53856 -0.38538
N 2.94565 3.85260 0.81955
N -2.47834 -2.63386 -0.84147
H -1.24617 -6.77509 -1.35488
H -5.07935 0.02579 -1.93479
N -2.68485 -3.98186 -0.80291
C -0.99414 5.15547 0.28081
C -3.77820 1.81085 -1.95757
B 3.45487 -0.95463 -0.03458
C -4.10301 0.40200 -1.63861
H -2.71296 3.88477 0.56964
C 4.07449 -4.58481 0.61806
H 1.95649 2.05692 1.17631
C 2.67160 -0.12267 -2.39525
H 4.65875 -5.48973 0.72026
H -1.43256 1.01684 3.69358
H 1.42036 6.79065 0.07302
C -1.62732 -4.82924 -1.04912
N -1.53751 0.55216 0.44205
H 1.32916 0.26850 -4.12217
C -3.23613 -0.42244 -1.06394
N 2.34882 -3.15045 0.61024
H -5.29461 -2.92097 -1.43490
N 2.44726 -0.69505 -1.20157
Sn 0.33469 -2.22273 0.58932
C -0.67385 2.88912 0.81505
C -2.54905 2.28892 -1.86913
C 1.87185 3.10792 0.91019
C -1.30754 1.25742 2.64224
H -1.43227 6.12597 0.05838
C 0.55474 -0.71212 -2.27335
N 2.92492 -0.25941 1.26289
N 3.48066 -2.47913 0.23967
H 4.55018 -0.53856 -0.31336
S -0.00924 -4.33847 -1.22411
C 2.78073 5.15806 0.50547
C 1.53788 5.73434 0.28628
C -1.80697 0.28994 1.63845
C 2.71161 -4.42255 0.83876
C 3.56649 0.56897 2.12244


Entry 2:
C28H29BN6OSiSr as an isolated structure in a non-equilibrium geometry. Source: OMol25; level of theory: ωB97M-V/def2-TZVPD.

Computed properties:
orbital gap (alpha / beta) = 3.240 / 3.888 eV
charge = +2
energy above the lowest of the compared OMol25 structures with the same formula, charge and spin = 0.0 kJ/mol
LUMO level (alpha / beta) = -10.3 / -9.6 eV
maximum force = 3.060 eV/A
highest occupied orbital energy (alpha / beta) = -0.498 / -0.496 Eh

Cartesian coordinates (Å):
H 2.35538 0.97427 -5.67158
C 5.20565 0.39333 -2.73707
H 1.04447 -5.29893 2.15873
N 1.00033 -0.37440 -4.43329
H -2.76085 3.56675 3.98599
H -2.92297 1.60873 2.49706
C -0.39136 1.60388 5.44371
C -2.84847 -2.34225 0.56844
H 6.27075 0.29366 -2.66773
C -0.30996 2.84209 0.82435
H 1.15075 3.25613 -5.91449
Si -1.11704 -0.80744 2.17947
C -1.36680 0.47510 3.51663
H 3.13239 -4.53552 3.30791
H 0.32289 1.60048 6.26418
C -5.26984 -2.15356 0.53017
C 2.47443 -2.48136 3.44303
H -0.57595 -3.11668 -5.25579
C -0.52200 0.46810 4.63520
H -0.82436 -3.70773 1.78650
C -2.78465 -1.49648 1.69170
H -6.10407 -0.70928 1.91715
C 0.17851 -2.04649 2.73371
H 0.26274 4.18780 -1.78207
H -4.12370 -3.42370 -0.79335
C -4.08592 -2.70979 0.03015
H 3.40611 -2.11230 3.87333
C -1.18099 2.73065 5.20209
O -0.49975 -0.17266 0.84963
C 2.32161 -3.83468 3.11258
H -0.96547 2.14456 0.28438
C -0.11174 -2.28316 -4.76832
H -0.34162 -2.63337 -2.55971
H -0.75675 3.84486 0.79888
C 0.47764 4.29014 -4.01151
N 1.20364 2.18130 -4.11958
C 0.95467 3.27852 -4.85282
C -0.01523 -2.01016 -3.38483
C -2.11124 2.70663 4.15770
Sr 0.67232 0.48870 -0.95402
N 0.85769 2.40578 -2.80132
H 0.68879 2.88006 0.35721
C 4.24989 0.35688 -1.69698
C 0.47780 3.70306 -2.72861
C -5.20557 -1.21078 1.56521
C -2.20804 1.58152 3.32356
N 0.61229 -0.83046 -3.18343
N 3.15462 0.65709 -3.57733
H 4.41799 0.22735 -0.63516
N 3.00524 0.51579 -2.21638
H -1.09307 3.61329 5.84029
C 1.42434 -1.58643 3.19320
C 0.06668 -3.38129 2.31987
H 1.60870 -0.51701 3.31355
H 4.73252 0.67954 -4.93535
C 4.45214 0.58759 -3.90255
C 0.55325 -1.21529 -5.38473
B 1.93175 0.86959 -4.54166
H -1.93084 -2.66148 0.06980
C 1.13548 -4.27094 2.50720
H 0.19513 5.27817 -4.29776
H -3.94746 -0.14884 2.93516
H -0.26303 2.52801 1.86861
C -3.96829 -0.90610 2.15632
H 0.75517 -0.98906 -6.42009
H 0.08830 -0.40251 4.86090
H -6.23504 -2.44930 0.12393


Entry 3:
C28H29BrGeN3O4Pt as an isolated structure in a non-equilibrium geometry. Source: OMol25; level of theory: ωB97M-V/def2-TZVPD.

Computed properties:
orbital gap (alpha / beta) = 6.209 / 6.210 eV
charge = -1
energy above the lowest of the compared OMol25 structures with the same formula, charge and spin = 25.1 kJ/mol
LUMO level (alpha / beta) = 1.6 / 1.6 eV
maximum force = 1.608 eV/A
highest occupied orbital energy (alpha / beta) = -0.171 / -0.171 Eh

Cartesian coordinates (Å):
C -1.43323 0.50847 -0.57337
H -3.48573 -2.13797 -1.01914
C -7.79374 -0.48517 -0.49593
H -9.89826 -0.09187 -0.43087
O 2.31155 -1.07796 0.76508
H -6.38463 -3.53001 -0.95025
C -9.12582 -0.84197 -0.53721
O -0.25640 2.43877 0.11460
C 3.08867 5.79693 1.58241
H 6.49971 -3.69262 -0.78644
C 4.39207 -1.01207 -0.42644
H 5.51755 2.07734 -1.25971
H -8.77748 -4.18200 -1.00126
H 2.61095 -5.49002 -0.31489
C -9.46593 -2.17282 -0.72568
C -1.37722 1.85738 -0.07608
C -2.58281 -1.55115 -1.01109
C -1.36474 -2.09578 -1.34713
C -2.65820 -0.19888 -0.63937
H 1.09181 4.16619 3.65778
H 0.02524 4.40014 2.25753
C 3.44134 -5.89055 0.27248
N -5.42888 -1.15518 -0.67866
C 4.34028 0.34474 -0.89745
H -2.54695 3.52749 0.57193
H 3.93179 2.75816 3.25881
H 4.76923 2.83800 1.70004
C 3.39744 -3.10159 0.42192
H 0.51079 2.77002 2.72333
H -7.49605 0.54420 -0.35910
Br -11.30989 -2.66694 -0.80938
O 4.62244 -5.14906 0.05896
C -2.58893 2.50676 0.21582
N -5.14349 0.03187 -0.36788
H 3.30308 6.10605 2.60794
C 3.29027 -1.66952 0.27043
O 3.35069 1.07669 -1.12914
H 0.74555 -1.68944 -1.59327
C 3.80211 2.67030 2.17854
C 5.65204 0.99834 -1.29497
N -0.25504 -0.03633 -0.93523
H -4.71483 2.37581 0.27124
H 3.10855 3.55039 -0.94226
H 5.91840 0.71602 -2.31550
C -0.22282 -1.29191 -1.31373
C -3.78710 1.85924 0.05973
C -3.88771 0.51244 -0.34031
C 2.15805 3.47857 -0.40942
H 6.39131 -1.28126 -1.19458
C -7.16022 -2.78255 -0.84160
H 6.45809 0.71195 -0.62299
C 4.49844 -3.79130 0.00998
H 3.47837 1.65313 1.94762
C 5.62262 -3.11785 -0.52166
Ge 2.42636 3.91208 1.48149
H 3.15379 -5.90275 1.32790
C 0.84578 3.80467 2.65745
H 2.32446 6.46492 1.17967
H 3.99507 5.92440 0.98822
H -1.28406 -3.13342 -1.64210
C 5.54789 -1.77235 -0.72577
C -6.77859 -1.44870 -0.65872
Pt 1.44695 1.57473 -0.47622
C -8.49365 -3.14672 -0.87014
H 1.42613 4.13763 -0.88199
H 2.55580 -3.59813 0.88880
H 3.65177 -6.90800 -0.05279


What is the formula in the third record?
C28H29BrGeN3O4Pt


Please write out number 1 again, unchanged.
C28H29BN13SSn as an isolated structure in a non-equilibrium geometry. Source: OMol25; level of theory: ωB97M-V/def2-TZVPD.

Computed properties:
orbital gap = 6.253 eV
charge = +3
energy above the lowest of the compared OMol25 structures with the same formula, charge and spin = 249.4 kJ/mol
LUMO level = -9.5 eV
maximum force = 2.078 eV/A
highest occupied orbital energy = -0.578 Eh

Cartesian coordinates (Å):
C 1.48450 -0.10683 -3.11686
C 1.56390 0.07151 2.89689
N 0.64125 3.59999 0.67405
H -2.30712 3.30719 -2.16784
H 1.98109 -5.15249 1.15485
H 0.34252 1.27459 -0.18389
N 1.13468 -1.05727 -1.11592
C -1.63574 4.02124 0.51788
H -3.62072 -4.34679 -0.80317
H 4.58162 0.91077 1.92937
H 3.68910 5.74863 0.44101
C 0.45054 4.91244 0.38088
H 2.92797 1.42289 4.06984
N 1.69103 -0.56099 1.72509
C -3.50396 -1.88038 -0.79638
C -0.67863 1.64500 -0.09903
N -1.96902 -6.10424 -1.16656
C -1.42736 1.39540 -1.46225
H -4.97460 -3.01743 0.30519
H -2.44685 -0.55714 1.87927
H 0.66896 -0.09453 3.49425
H -0.74935 1.21035 -2.29336
H -2.92400 -6.43093 -1.17139
H -4.58245 2.44468 -2.31768
C 2.72060 0.81376 3.19499
C -0.84336 2.44216 2.27395
H 3.66086 0.23399 -2.66387
H 5.51849 -2.99784 -0.02937
H -0.60427 3.19919 3.02609
H -0.49649 -0.93182 -2.44272
C -4.92161 -2.36315 -0.56994
C 4.52194 -3.33379 0.23905
N -1.92561 0.11697 -0.81801
H -5.60503 -1.53856 -0.38538
N 2.94565 3.85260 0.81955
N -2.47834 -2.63386 -0.84147
H -1.24617 -6.77509 -1.35488
H -5.07935 0.02579 -1.93479
N -2.68485 -3.98186 -0.80291
C -0.99414 5.15547 0.28081
C -3.77820 1.81085 -1.95757
B 3.45487 -0.95463 -0.03458
C -4.10301 0.40200 -1.63861
H -2.71296 3.88477 0.56964
C 4.07449 -4.58481 0.61806
H 1.95649 2.05692 1.17631
C 2.67160 -0.12267 -2.39525
H 4.65875 -5.48973 0.72026
H -1.43256 1.01684 3.69358
H 1.42036 6.79065 0.07302
C -1.62732 -4.82924 -1.04912
N -1.53751 0.55216 0.44205
H 1.32916 0.26850 -4.12217
C -3.23613 -0.42244 -1.06394
N 2.34882 -3.15045 0.61024
H -5.29461 -2.92097 -1.43490
N 2.44726 -0.69505 -1.20157
Sn 0.33469 -2.22273 0.58932
C -0.67385 2.88912 0.81505
C -2.54905 2.28892 -1.86913
C 1.87185 3.10792 0.91019
C -1.30754 1.25742 2.64224
H -1.43227 6.12597 0.05838
C 0.55474 -0.71212 -2.27335
N 2.92492 -0.25941 1.26289
N 3.48066 -2.47913 0.23967
H 4.55018 -0.53856 -0.31336
S -0.00924 -4.33847 -1.22411
C 2.78073 5.15806 0.50547
C 1.53788 5.73434 0.28628
C -1.80697 0.28994 1.63845
C 2.71161 -4.42255 0.83876
C 3.56649 0.56897 2.12244